[1]
The following is a DFT calculation (wB97M-V/def2-TZVPD) of a molecular structure, C5H13N at a distorted geometry.

The geometry in ORCA input format:
```
! wB97M-V def2-TZVPD RIJCOSX def2/J DEFGRID3
* xyz 0 1
C 1.05 0.40 -0.92
N 0.44 -1.04 1.79
H 0.36 1.12 1.43
H -0.50 -0.87 2.35
H 0.05 -1.49 0.69
H -1.10 2.05 1.39
H 0.23 -2.46 -1.09
H -1.44 -1.96 -0.57
C -0.67 0.91 -0.46
H 1.10 -1.60 2.31
C -0.21 1.76 0.81
H -1.64 0.60 -0.11
H -0.88 1.73 -1.22
H 0.31 2.74 0.54
H -0.58 -0.29 -2.24
H 1.42 1.19 -1.66
C -0.38 -1.68 -0.59
C -0.13 -0.33 -1.21
H 1.67 0.05 -0.05
*
```

Properties
calculated total energy = -6878.9922 eV
E_HOMO = -6.089 eV
energy relative to the best compared isomer or geometry (same formula, charge and spin) = 166.2 kcal per mole

[2]
The following is a DFT calculation (wB97M-V/def2-TZVPD) of a single C5H8O molecule.

The geometry in ORCA input format:
```
! wB97M-V def2-TZVPD RIJCOSX def2/J DEFGRID3
* xyz 0 1
H 3.18 0.51 -1.19
H -3.07 0.05 0.19
H 3.37 -0.28 0.38
C 1.35 -0.08 -0.29
C -2.05 -0.10 0.54
H -1.42 -1.81 -0.63
H -1.53 -0.31 -1.55
H 2.77 1.37 0.30
C -1.22 -0.73 -0.59
C 0.22 -0.46 -0.41
C 2.73 0.40 -0.19
H -0.65 1.06 1.11
H -2.11 -0.79 1.40
O -1.59 1.17 0.93
*
```

Properties
calculated total energy = -7360.3207 eV
E_HOMO = -9.623 eV
SMILES string = CC#CCCO
energy relative to the best compared isomer or geometry (same formula, charge and spin) = 44.6 kcal per mole

[3]
The following is a DFT calculation (wB97M-V/def2-TZVPD) of a molecular structure, C53H83CaNOP2Sb2Si2.

The geometry in ORCA input format:
```
! wB97M-V def2-TZVPD RIJCOSX def2/J DEFGRID3
* xyz 0 1
H -3.97 3.18 -5.28
H 3.48 -0.48 5.51
C 1.15 -4.01 4.36
H 3.86 -3.58 3.19
H -1.02 -6.33 -3.27
H -3.71 6.36 0.61
C -3.88 2.22 -4.78
H -0.73 5.65 0.38
H -3.54 5.67 3.67
H 3.55 -4.71 1.87
H 1.63 1.71 -6.86
C -3.66 -0.22 -3.49
H 4.52 -5.78 -0.90
C 5.07 -2.45 -0.74
C -0.13 -3.46 -1.70
C -1.09 -5.48 -2.60
H 0.67 4.46 2.78
C -2.54 2.94 4.94
C -2.83 2.61 3.47
C -3.16 1.58 -0.18
H -0.83 -3.83 -8.42
O 0.88 -2.09 2.17
H 4.29 0.73 3.40
C -2.28 5.38 1.90
P -0.96 -0.09 -3.00
C 5.34 -3.81 -0.71
H 1.65 3.11 -0.68
H -0.24 4.34 4.30
C -2.65 1.79 -4.32
C 1.33 1.46 -3.03
H 1.11 -5.92 1.91
H -1.08 -0.44 5.31
H -5.77 -0.42 -3.81
H -1.78 2.42 -4.46
H 1.33 -1.71 6.75
Si 1.44 -3.57 2.56
H -4.62 3.87 3.52
H 1.62 -3.33 5.08
C 2.41 2.13 -3.59
H -0.45 -5.09 1.98
H 1.49 -3.82 -9.30
C -0.06 -4.55 -2.56
C -4.90 0.20 -3.97
H -0.34 -2.11 7.14
H 0.59 -4.89 0.58
H -1.32 -3.05 -6.17
H 2.13 -2.95 -3.67
H -5.97 1.76 -4.97
C 1.28 -3.46 -8.30
H -2.61 4.01 5.16
Ca 0.39 -0.38 0.93
H -4.92 2.16 3.80
C 1.55 1.64 -5.79
C 2.64 2.72 5.47
C -0.05 3.86 3.33
H -1.51 -2.39 -3.67
H 1.84 1.11 6.67
C -1.26 -3.30 -0.90
C 1.54 -2.05 -3.48
H -3.12 0.53 4.02
C 0.31 -1.34 6.72
H -3.27 2.43 5.58
H -3.00 -6.05 -1.81
C -2.52 0.56 -3.68
C 0.72 -2.51 -5.71
H -1.49 7.14 0.93
H -4.59 2.73 2.17
C 0.47 0.98 -5.22
H 3.65 -2.99 1.54
C 1.26 3.13 0.34
H 0.41 2.89 3.52
C -2.69 6.14 3.17
H -3.16 -4.09 -0.31
C -2.56 1.11 3.28
H 2.22 -1.20 -3.59
H -0.63 4.45 -1.33
H -2.87 0.78 2.28
H -0.27 0.53 -5.86
H 1.55 -5.01 4.54
H 1.24 1.40 -1.95
H 2.94 -1.82 4.49
H -3.25 0.50 -0.01
H 2.85 -2.13 -5.62
H -1.50 0.88 3.41
H -1.87 6.21 3.89
H -0.73 3.01 -2.34
Sb 1.24 0.27 4.21
H -4.35 4.90 1.37
C -0.02 -3.46 -7.81
C 2.52 2.22 -4.97
C 2.03 -2.52 -6.21
C 0.59 -4.99 1.66
H 0.25 -0.47 7.38
C -4.32 2.86 3.21
H 3.32 -2.97 -7.85
H 0.78 -4.67 -3.23
C 3.78 -2.01 -0.98
C -0.30 -3.00 -6.53
Sb -0.96 2.25 0.26
H 2.23 -5.00 -1.34
H -2.22 3.71 -1.68
C 2.30 -2.99 -7.49
N 0.45 -2.03 -4.43
C 3.29 -3.72 2.26
H 3.36 2.74 -5.42
C -0.13 -0.98 5.30
H -3.37 1.76 -1.24
C 2.74 -2.92 -1.21
C 4.31 -4.72 -0.93
H 5.86 -1.73 -0.56
H 3.60 2.24 5.28
H -1.55 2.61 5.24
H 3.57 -0.94 -0.99
H 0.60 2.18 6.02
H -3.94 2.07 0.39
H -0.30 6.33 1.95
H -2.99 7.16 2.91
C -3.46 5.34 0.92
C 0.35 0.88 -3.83
C 3.12 -0.74 4.51
C -2.29 -4.22 -0.94
H 2.38 3.31 4.58
H 1.35 4.15 0.71
C -1.13 6.16 1.25
C -2.20 -5.32 -1.78
H -0.26 -1.87 4.68
C -5.01 1.43 -4.61
H -1.35 -2.44 -0.25
H 0.08 -4.04 4.61
C 1.56 1.69 5.80
H -1.37 -1.30 -5.04
H 5.09 -0.83 3.60
C -0.89 -1.60 -4.11
P 1.15 -2.15 -1.66
Si -1.64 3.63 2.34
H -3.59 -1.16 -2.96
C -1.17 3.52 -1.48
H 6.34 -4.16 -0.52
H 2.78 3.42 6.29
C 4.12 -0.35 3.43
H -3.21 4.77 0.03
H 3.77 -0.66 2.45
H 1.92 2.50 0.97
H 3.15 2.59 -2.96
C 3.02 -4.28 -1.18
*
```

Properties
calculated total energy = -125693.9350 eV
E_HOMO = -5.820 eV
energy relative to the best compared isomer or geometry (same formula, charge and spin) = 25.7 kcal per mole

[4]
The following is a DFT calculation (wB97M-V/def2-TZVPD) of 2 unconnected molecules or ions with the total composition C2H6NO2.

The geometry in ORCA input format:
```
! wB97M-V def2-TZVPD RIJCOSX def2/J DEFGRID3
* xyz -1 1
H -1.41 1.76 -0.01
H 2.45 0.44 -0.90
O -1.59 -0.21 -0.66
H -1.62 0.57 1.27
H -2.97 1.02 0.19
H 1.03 -1.72 0.38
N 1.04 -0.79 -0.03
C 2.28 -0.42 -0.22
C -1.90 0.80 0.23
O 3.33 -0.92 0.24
H -0.65 -0.52 -0.47
*
```

Properties
calculated total energy = -7757.1240 eV
E_HOMO = -3.768 eV
energy relative to the best compared isomer or geometry (same formula, charge and spin) = 26.4 kcal per mole

- What is the calculated total energy in the fourth record?
  -7757.1240 eV

- The highest energy relative to the best compared isomer or geometry (same formula, charge and spin) belongs to which entry?
  C5H13N

- calculated total energy of number 4 (C2H6NO2)?
  -7757.1240 eV

- Which of these has the lowest E_HOMO?
  C5H8O